No. 1
ORCA calculation (ωB97M-V with the def2-TZVPD basis set) on a cluster of 3 separate species, C34H64BNO15P2S in total in a non-equilibrium geometry.

Structure (XYZ):
```
118
Properties=species:S:1:pos:R:3:forces:R:3
C 4.782 -7.219 -0.364 0.31 -0.11 -0.64
C 3.921 -6.701 -1.593 0.92 -1.86 0.16
O 2.535 -6.465 -1.268 0.35 2.30 -0.10
B 2.277 -5.101 -1.002 0.56 -1.22 0.00
O 3.275 -4.410 -0.305 -0.90 0.03 -1.19
C 0.846 -4.449 -1.468 -0.80 -0.33 2.55
C -0.287 -5.551 -1.515 -0.75 0.19 0.07
C -1.527 -5.212 -2.441 -0.33 -1.20 0.34
C -1.801 -6.424 -3.440 0.16 1.28 0.47
S -2.982 -5.791 -4.735 -0.05 -0.05 0.09
C 0.453 -3.458 -0.272 -0.65 0.58 -0.79
C -0.828 -2.569 -0.597 0.37 0.97 0.38
C -0.532 -1.017 -0.337 -0.20 -0.92 -0.32
C 0.076 -0.320 -1.595 0.68 0.31 -0.05
O 0.129 -0.792 -2.697 -0.54 -0.10 0.73
O 0.644 0.963 -1.403 -1.53 -1.01 0.22
C -0.080 1.963 -2.139 -0.70 2.08 -0.19
C -1.184 2.698 -1.251 0.76 -0.86 -0.21
O 0.941 -3.607 -2.643 1.21 -1.01 -0.59
C 1.535 -4.228 -3.722 0.88 0.73 -1.37
O 1.313 -5.340 -4.126 -0.19 0.31 1.04
C 2.566 -3.341 -4.527 -1.32 0.04 -0.32
C 3.962 -4.050 -4.723 -0.30 1.35 -0.25
C 5.108 -3.128 -4.203 1.03 -0.79 0.29
O 6.103 -3.612 -3.713 -0.86 -0.15 -0.47
N 5.017 -1.635 -4.232 0.58 -0.59 0.97
C 5.558 -1.207 -2.936 -0.05 0.80 1.96
C 6.868 -0.611 -2.749 -1.50 -0.36 1.94
C 7.285 -0.272 -1.373 -1.63 -0.67 -0.23
C 6.422 -0.518 -0.221 -0.98 -0.56 -1.76
C 5.078 -1.083 -0.423 1.28 0.04 -2.26
C 4.664 -1.420 -1.778 1.70 0.74 0.26
H 5.441 -8.049 -0.756 -0.53 0.91 0.48
H 4.155 -7.680 0.440 0.31 0.57 -0.76
H 5.443 -6.428 0.071 -0.73 -0.61 -0.30
H 4.406 -5.839 -2.117 -0.45 -0.50 0.71
H 3.925 -7.554 -2.334 -0.27 0.96 0.66
H 3.222 -3.448 -0.429 -0.01 -0.40 0.27
H -0.688 -5.635 -0.461 0.57 -0.01 -1.02
H 0.071 -6.576 -1.784 0.11 1.03 0.10
H -1.458 -4.248 -2.997 0.33 -0.91 0.36
H -2.441 -5.136 -1.785 0.82 0.09 -0.71
H -2.245 -7.297 -2.889 0.22 0.93 -0.58
H -0.857 -6.763 -3.932 -0.82 0.49 0.32
H -3.161 -4.462 -4.403 0.44 -1.05 0.16
H 1.281 -2.735 -0.031 -0.54 -0.79 -0.32
H 0.237 -4.046 0.661 0.47 0.41 -0.94
H -1.660 -2.843 0.102 0.63 0.12 -0.81
H -1.163 -2.636 -1.659 0.28 -0.23 0.94
H 0.166 -0.956 0.534 -0.63 0.45 -0.68
H -1.522 -0.540 -0.090 1.16 -0.03 -0.20
H -0.576 1.593 -3.071 0.74 -0.13 0.76
H 0.647 2.765 -2.441 -0.39 -1.02 0.27
H -0.812 2.642 -0.188 -0.56 0.39 -1.01
H -1.282 3.752 -1.618 0.02 -0.92 0.54
H -2.171 2.177 -1.330 0.77 0.46 0.20
H 2.101 -3.230 -5.550 0.33 -0.07 1.11
H 2.612 -2.309 -4.102 0.25 -0.93 -0.27
H 4.156 -4.199 -5.826 -0.21 0.09 1.13
H 3.993 -5.055 -4.236 0.23 0.96 -0.32
H 5.640 -1.282 -4.968 -0.38 -0.30 0.17
H 7.527 -0.422 -3.631 -0.59 -0.22 0.99
H 8.290 0.182 -1.204 -1.01 -0.49 -0.20
H 6.736 -0.297 0.826 -0.09 -0.09 -1.17
H 4.366 -1.292 0.414 0.92 0.37 -0.74
H 3.647 -1.854 -1.978 1.06 0.54 0.19
O 0.847 5.664 2.070 -3.94 1.74 1.09
P 0.806 5.407 3.565 8.03 -3.69 -0.07
O 2.176 6.248 3.965 -0.85 0.69 0.17
C 2.087 7.668 4.029 0.11 0.29 0.01
C 1.234 8.134 5.194 -0.09 -0.05 0.07
O 1.465 3.891 3.428 -1.09 -0.11 0.45
C 1.437 3.156 2.207 0.24 -0.11 -0.31
C 2.719 3.375 1.427 0.22 0.05 -0.01
O 0.572 5.119 5.214 -2.08 1.38 -1.60
C 0.746 3.847 5.844 -0.47 -0.79 0.30
C 2.200 3.577 6.179 0.31 0.38 0.02
H 1.697 8.056 3.083 0.03 -0.01 -0.01
H 3.104 8.046 4.148 0.02 -0.17 -0.06
H 0.189 7.836 5.059 0.01 0.06 0.01
H 1.266 9.222 5.283 0.00 -0.04 -0.03
H 1.578 7.688 6.129 0.02 0.06 -0.07
H 0.554 3.402 1.616 0.12 0.16 0.03
H 1.352 2.096 2.465 0.00 0.07 0.21
H 2.947 4.435 1.305 -0.23 -0.01 -0.04
H 2.656 2.915 0.439 -0.01 -0.04 0.04
H 3.564 2.936 1.962 -0.06 -0.06 -0.03
H 0.302 3.052 5.244 0.18 0.08 -0.06
H 0.174 3.877 6.776 -0.08 0.27 -0.10
H 2.865 3.729 5.332 -0.18 -0.11 -0.11
H 2.322 2.551 6.533 -0.11 0.04 0.03
H 2.542 4.258 6.962 -0.10 -0.09 0.05
O -4.888 1.202 0.537 -1.58 -3.58 -2.55
P -6.384 1.489 0.582 1.58 7.73 4.89
O -6.291 2.996 -0.104 -0.27 -0.64 -1.03
C -6.159 3.074 -1.520 0.05 0.16 -0.24
C -7.417 2.622 -2.236 -0.09 -0.07 0.03
O -6.315 1.942 2.177 -0.50 -1.06 0.15
C -5.262 1.511 3.034 0.28 0.13 0.21
C -4.154 2.546 3.079 0.05 0.25 -0.03
O -8.058 1.729 0.667 0.94 -2.39 -1.55
C -8.784 1.969 1.876 -0.58 -0.49 0.68
C -8.730 3.428 2.288 0.13 0.34 -0.36
H -5.295 2.484 -1.844 0.03 0.03 0.01
H -5.956 4.119 -1.765 0.04 -0.02 0.18
H -7.599 1.554 -2.071 0.00 0.01 -0.05
H -7.330 2.787 -3.311 0.02 -0.02 0.04
H -8.291 3.158 -1.861 0.08 0.01 -0.04
H -4.889 0.529 2.740 0.03 0.14 -0.11
H -5.687 1.393 4.036 -0.18 0.08 -0.09
H -3.825 2.836 2.080 -0.01 -0.22 -0.02
H -3.292 2.170 3.634 -0.04 0.00 0.02
H -4.509 3.458 3.565 0.01 -0.08 0.06
H -8.450 1.300 2.669 0.09 0.17 -0.05
H -9.825 1.703 1.675 0.11 -0.08 -0.27
H -7.717 3.824 2.311 0.03 -0.20 0.09
H -9.173 3.558 3.277 -0.06 -0.10 -0.05
H -9.283 4.044 1.574 -0.09 -0.09 0.07
```
Positions in Å, forces in eV/Å.

Values from the calculation:
LUMO = -1.79 eV
E_tot = -98585.2373 eV
SMILES string = CCOB(O)[C@@](CCCS)(CCCC(=O)OCC)OC(=O)CCC(=O)Nc1ccccc1.CCOP(=O)(OCC)OCC.CCOP(=O)(OCC)OCC
Molecular weight = 831.7 Da
Frontier orbital gap = 6.91 eV



No. 2
ORCA calculation (ωB97M-V with the def2-TZVPD basis set) on a cluster of 2 separate species, C4H12N3O3 in total in a non-equilibrium geometry.

Structure (XYZ):
```
22
Properties=species:S:1:pos:R:3:forces:R:3
C -0.331 -0.730 -1.586 0.42 0.15 -0.09
C -1.052 -0.914 -2.874 0.08 -0.03 -0.11
C -0.707 -0.791 0.751 3.26 2.14 0.71
C 0.962 0.562 1.216 -3.75 -1.42 -1.23
N -1.567 -0.360 1.750 -0.44 -0.14 -0.16
N 2.147 -0.075 1.206 0.82 -0.08 0.20
N 0.874 1.697 0.010 0.21 -0.13 0.42
O 0.864 -0.642 -1.439 -0.12 -0.29 -0.12
O 0.531 1.138 2.334 0.66 0.25 0.03
O -1.182 -0.614 -0.537 -0.73 -0.06 0.31
H -1.875 -0.209 -2.956 -0.07 0.04 0.01
H -1.475 -1.918 -2.904 -0.04 -0.04 0.03
H -0.357 -0.796 -3.701 -0.03 0.01 0.05
H -0.156 -1.711 0.911 -0.16 -0.08 0.02
H -1.760 -1.033 2.480 -0.09 -0.05 -0.10
H -2.409 0.082 1.405 -0.08 -0.06 0.07
H 2.407 -0.557 0.360 -0.04 -0.04 0.06
H 2.902 0.275 1.778 0.01 -0.01 0.04
H -0.083 2.040 -0.105 0.24 -0.11 0.01
H 1.191 1.216 -0.841 -0.14 0.26 0.21
H 1.482 2.491 0.230 -0.09 -0.12 -0.05
H -0.405 0.851 2.510 0.08 -0.18 -0.31
```
Positions in Å, forces in eV/Å.

Values from the calculation:
LUMO = -2.93 eV
E_tot = -14948.2942 eV
Total charge = +1
Molecular weight = 150.2 Da
Frontier orbital gap = 9.32 eV
Energy relative to the best compared isomer or geometry (same formula, charge and spin) = 43.2 kJ/mol



No. 3
ORCA calculation (ωB97M-V with the def2-TZVPD basis set) on a cluster of 2 separate species, C3HBrN2 in total in a non-equilibrium geometry.

Structure (XYZ):
```
7
Properties=species:S:1:pos:R:3:forces:R:3
C 0.810 1.365 -0.223 1.44 2.82 -1.15
C -1.739 1.327 -0.623 3.33 -2.00 2.94
C 0.175 0.432 0.546 -2.90 -0.12 -0.91
N 1.194 2.227 -0.881 0.71 -0.21 0.05
N -2.681 1.446 -1.248 -1.99 0.49 -1.41
Br 0.079 0.712 2.383 -0.06 -0.57 -0.84
H 0.148 -0.488 -0.052 -0.54 -0.41 1.31
```
Positions in Å, forces in eV/Å.

Values from the calculation:
LUMO (alpha / beta) = -3.17 / -3.17 eV
E_tot = -76144.3918 eV
Molecular weight = 145.0 Da
Frontier orbital gap (alpha / beta) = 7.72 / 7.69 eV
Energy relative to the best compared isomer or geometry (same formula, charge and spin) = 382.7 kJ/mol



No. 4
ORCA calculation (ωB97M-V with the def2-TZVPD basis set) on a cluster of 2 separate species, C2HCl2N2O in total in a non-equilibrium geometry.

Structure (XYZ):
```
8
Properties=species:S:1:pos:R:3:forces:R:3
C 0.665 -0.819 -0.891 3.78 -0.79 -2.15
C -0.345 0.033 -0.352 -1.70 0.99 -0.34
N -1.154 -2.373 -3.086 0.81 0.59 0.76
N -0.542 -1.827 -2.357 -1.57 -1.17 -1.67
O 1.665 -1.155 -1.310 -1.71 0.48 1.73
Cl -1.893 -0.775 -0.126 0.52 0.57 0.21
Cl -0.306 1.408 -1.562 -0.21 -0.96 0.84
H 0.046 0.398 0.580 0.07 0.30 0.62
```
Positions in Å, forces in eV/Å.

Values from the calculation:
LUMO = -6.70 eV
E_tot = -32153.4980 eV
Total charge = +1
Molecular weight = 139.9 Da
Frontier orbital gap = 10.28 eV
Energy relative to the best compared isomer or geometry (same formula, charge and spin) = 26.8 kJ/mol



No. 5
ORCA calculation (ωB97M-V with the def2-TZVPD basis set) on a structure of composition C3HO5S in a non-equilibrium geometry.

Structure (XYZ):
```
10
Properties=species:S:1:pos:R:3:forces:R:3
C 1.648 0.729 0.661 -1.79 -0.41 0.08
C 2.110 -1.140 -0.250 -0.03 -1.78 -0.32
C -1.814 0.443 -0.624 -1.16 0.55 -0.40
O -1.866 0.915 0.553 -0.08 0.18 0.74
O 1.465 -2.080 -0.069 1.25 1.20 -0.29
O -2.657 0.415 -1.483 -0.19 -0.24 -0.61
O -0.140 -0.946 1.491 -0.82 -0.58 0.50
O -0.540 -0.047 -0.854 1.00 -0.03 0.82
S 0.078 0.221 0.689 1.65 1.10 -0.09
H 1.716 1.490 -0.114 0.17 0.00 -0.43
```
Positions in Å, forces in eV/Å.

Values from the calculation:
LUMO = 3.52 eV
E_tot = -24197.2086 eV
Total charge = -1
Molecular weight = 149.1 Da
Frontier orbital gap = 8.23 eV
Energy relative to the best compared isomer or geometry (same formula, charge and spin) = 0.0 kJ/mol



No. 6
ORCA calculation (ωB97M-V with the def2-TZVPD basis set) on a structure of composition C3H2O2Sm in a non-equilibrium geometry.

Structure (XYZ):
```
8
Properties=species:S:1:pos:R:3:forces:R:3
O 0.274 0.500 -1.126 -0.76 3.02 0.68
C 0.010 -0.693 -0.704 0.02 -1.33 1.02
C 1.452 -2.361 0.706 -0.34 0.50 0.62
O -1.030 -1.304 -0.850 0.30 0.35 0.04
C 1.133 -1.222 0.131 0.16 -0.66 -0.29
Sm -0.340 2.213 0.377 0.61 -1.82 -1.50
H 2.427 -2.513 1.176 -0.24 -0.02 -0.20
H 0.680 -3.117 0.896 0.25 -0.04 -0.36
```
Positions in Å, forces in eV/Å.

Values from the calculation:
LUMO (alpha / beta) = -6.13 / -6.02 eV
E_tot = -25132.1096 eV
Multiplicity = 8
Total charge = +1
Molecular weight = 220.4 Da
<S²> = 15.769
Frontier orbital gap (alpha / beta) = 5.39 / 7.17 eV
Energy relative to the best compared isomer or geometry (same formula, charge and spin) = 3.5 kJ/mol



No. 7
ORCA calculation (ωB97M-V with the def2-TZVPD basis set) on a cluster of 9 separate species, C9H36O9 in total in a non-equilibrium geometry.

Structure (XYZ):
```
54
Properties=species:S:1:pos:R:3:forces:R:3
C 3.010 5.940 0.516 -0.45 0.14 1.21
O 3.389 4.662 1.033 0.31 0.48 -0.53
H 2.178 6.214 1.166 -0.50 -0.01 -0.56
H 3.699 6.758 0.729 0.68 -0.26 -0.16
H 2.756 5.956 -0.543 -0.13 -0.22 0.04
H 4.254 4.446 0.679 0.08 -0.15 -0.01
C -4.639 -1.647 -3.551 -0.98 -0.59 -0.94
O -4.677 -1.537 -4.988 0.39 0.50 0.19
H -5.262 -2.523 -3.372 0.46 -0.22 0.92
H -3.611 -1.750 -3.205 -0.16 -0.09 -0.05
H -5.142 -0.816 -3.057 0.21 0.28 -0.12
H -5.384 -2.105 -5.304 0.08 0.13 0.00
C -1.242 4.645 -3.595 0.22 -1.24 -0.94
O -2.615 4.647 -3.844 -1.49 0.54 0.52
H -1.087 4.850 -2.536 0.11 0.42 -0.29
H -0.869 3.641 -3.795 0.37 -0.24 0.26
H -0.719 5.273 -4.316 0.25 0.56 0.49
H -2.886 4.274 -4.686 0.54 -0.05 -0.02
C -3.861 -5.270 1.332 0.00 0.89 1.35
O -3.248 -4.058 1.820 0.11 -0.09 -0.33
H -3.091 -5.864 0.839 -0.37 0.10 -0.21
H -4.213 -5.768 2.236 -0.06 -0.71 -0.29
H -4.742 -5.001 0.750 0.22 -0.36 -0.52
H -3.754 -3.807 2.596 0.12 0.20 -0.02
C -0.039 0.143 0.280 0.25 0.33 0.48
O 0.200 -1.216 0.411 0.32 -1.79 0.02
H 0.951 0.599 0.284 -0.19 0.35 -0.29
H -0.588 0.334 -0.642 -0.07 0.51 0.07
H -0.553 0.464 1.186 -0.31 0.63 -0.24
H -0.607 -1.654 0.692 -0.02 -0.09 -0.04
C 1.805 -1.485 5.493 -1.44 -0.17 -0.20
O 1.526 -2.276 6.670 0.82 0.57 -0.64
H 2.635 -1.835 4.880 0.29 0.05 0.39
H 0.911 -1.561 4.874 -0.04 0.01 -0.43
H 1.864 -0.416 5.700 0.46 -0.25 0.53
H 1.596 -3.175 6.340 -0.10 -0.22 0.33
C 1.826 -6.280 -1.523 -0.14 0.24 0.55
O 2.561 -5.493 -0.574 -0.52 -0.34 -0.41
H 2.378 -7.210 -1.663 0.03 0.28 -0.39
H 0.831 -6.548 -1.167 -0.07 -0.14 0.45
H 1.613 -5.708 -2.426 0.55 -0.22 -0.39
H 1.995 -4.742 -0.383 0.15 0.22 0.20
C -1.562 4.830 4.352 -0.43 1.07 0.37
O -2.439 5.822 4.974 0.14 -1.53 0.46
H -1.734 4.901 3.278 0.66 -0.22 -0.04
H -0.535 4.916 4.708 0.27 0.74 -0.58
H -1.743 3.806 4.680 -1.13 0.23 0.16
H -2.312 6.721 4.663 0.50 -0.30 -0.37
C 5.018 -0.952 -3.490 -0.37 0.74 0.14
O 6.028 0.045 -3.653 0.17 -0.42 0.16
H 5.058 -1.425 -2.509 0.59 -0.02 -0.13
H 4.067 -0.420 -3.483 -0.41 -0.35 -0.32
H 5.078 -1.688 -4.292 -0.19 -0.16 0.15
H 5.927 0.337 -4.562 0.21 0.21 0.01
```
Positions in Å, forces in eV/Å.

Values from the calculation:
LUMO = 0.21 eV
E_tot = -28338.3759 eV
SMILES string = CO.CO.CO.CO.CO.CO.CO.CO.CO
Molecular weight = 288.4 Da
Frontier orbital gap = 10.47 eV
Energy relative to the best compared isomer or geometry (same formula, charge and spin) = 668.7 kJ/mol



No. 8
ORCA calculation (ωB97M-V with the def2-TZVPD basis set) on a structure of composition C25H37N4O2PSn.

Structure (XYZ):
```
70
Properties=species:S:1:pos:R:3:forces:R:3
Sn 2.234 -0.461 -0.445 0.45 -0.42 0.10
C -1.467 -4.112 -1.460 0.07 0.02 0.02
C -0.425 -3.014 -1.649 0.10 0.29 0.03
C -0.610 -2.250 -2.963 0.13 -0.03 0.08
P -0.241 -1.771 -0.270 -0.56 -0.37 0.33
C -0.563 -2.640 1.331 0.33 0.26 0.03
C 0.565 -3.647 1.567 -0.10 -0.02 -0.07
C -0.609 -1.591 2.447 0.00 -0.06 -0.11
C -1.729 -0.689 -0.424 0.25 0.31 0.04
C -2.981 -1.256 -0.492 0.10 -0.06 -0.11
C -4.138 -0.499 -0.739 0.13 0.14 -0.02
C -5.473 -1.142 -0.852 -0.13 -0.02 0.13
C -4.014 0.894 -0.869 -0.18 -0.06 -0.11
C -2.796 1.499 -0.779 0.06 -0.10 0.26
C -1.612 0.739 -0.542 -0.63 -0.29 -0.19
N -0.475 1.351 -0.208 0.30 0.28 0.37
C -0.215 2.634 -0.455 0.08 -0.13 -0.04
C -0.588 3.334 -1.659 -0.06 0.02 -0.09
C -1.165 2.638 -2.860 0.10 0.11 -0.20
C -0.253 4.662 -1.763 -0.05 -0.01 -0.12
C 0.391 5.363 -0.736 0.00 -0.22 0.04
C 0.692 6.813 -0.871 0.03 0.07 0.01
C 0.787 4.662 0.416 0.02 0.03 0.06
C 0.543 3.324 0.565 0.09 -0.04 0.04
C 0.904 2.610 1.829 0.02 -0.02 -0.05
H -1.280 -4.893 -2.197 -0.02 0.00 -0.01
H -2.482 -3.752 -1.626 0.02 -0.04 -0.02
H -1.405 -4.576 -0.477 -0.05 -0.04 -0.01
H 0.563 -3.484 -1.668 -0.01 0.01 0.05
H -1.606 -1.809 -3.028 0.00 0.02 -0.02
H -0.483 -2.925 -3.809 -0.01 0.00 0.00
H 0.132 -1.451 -3.065 -0.03 0.00 -0.09
H -1.526 -3.152 1.271 0.00 0.01 -0.08
H 1.533 -3.144 1.540 0.01 -0.06 0.05
H 0.578 -4.436 0.815 0.05 -0.01 0.01
H 0.448 -4.114 2.545 -0.02 -0.01 0.00
H 0.362 -1.094 2.536 -0.04 0.03 0.04
H -0.832 -2.072 3.400 0.01 0.00 0.01
H -1.376 -0.837 2.264 0.01 0.02 0.06
H -3.079 -2.326 -0.374 -0.08 0.04 -0.01
H -5.414 -2.227 -0.809 -0.01 0.00 -0.01
H -5.965 -0.843 -1.780 0.03 -0.02 -0.02
H -6.119 -0.796 -0.041 0.01 -0.03 0.00
H -4.907 1.491 -1.009 0.00 0.00 -0.02
H -2.723 2.579 -0.791 -0.08 -0.08 0.13
H -1.183 1.556 -2.760 0.03 0.05 -0.11
H -0.579 2.895 -3.743 0.01 0.03 0.01
H -2.184 2.978 -3.049 0.02 -0.05 -0.03
H -0.485 5.183 -2.685 0.01 0.02 0.01
H 0.173 7.259 -1.716 0.00 0.02 0.01
H 1.767 6.955 -1.012 0.00 -0.02 -0.02
H 0.430 7.346 0.044 -0.03 0.00 -0.01
H 1.292 5.199 1.210 0.00 0.01 -0.01
H 1.640 3.176 2.395 0.02 0.00 -0.02
H 1.285 1.610 1.617 0.02 0.01 0.05
H 0.021 2.482 2.460 0.00 -0.01 -0.01
C 3.299 -1.320 4.362 -0.22 -0.05 0.13
O 4.355 -1.351 3.381 0.04 0.03 -0.15
C 4.048 -1.101 2.133 0.20 -0.03 -0.01
O 2.898 -0.820 1.754 -0.55 0.07 -0.47
N 5.113 -1.168 1.325 0.06 -0.09 0.14
N 4.982 -0.893 -0.035 0.11 0.03 -0.08
H 3.800 -1.380 5.321 0.03 0.01 -0.02
H 2.642 -2.178 4.229 0.03 0.00 -0.05
H 2.729 -0.398 4.282 0.06 0.02 -0.02
H 5.990 -1.482 1.714 0.04 -0.01 0.00
H 5.158 -1.735 -0.576 -0.05 -0.07 0.02
H 5.670 -0.197 -0.300 -0.06 0.13 0.02
N 3.167 -3.630 -1.227 -0.02 0.07 0.05
C 2.792 -2.576 -0.939 -0.06 0.33 0.07
```
Positions in Å, forces in eV/Å.

Values from the calculation:
LUMO (alpha / beta) = -8.42 / -8.41 eV
E_tot = -51686.4459 eV
Total charge = +2
Molecular weight = 575.3 Da
Frontier orbital gap (alpha / beta) = 5.76 / 5.77 eV
Energy relative to the best compared isomer or geometry (same formula, charge and spin) = 0.0 kJ/mol